Record 1
This record from OMol25 describes a structure of composition C23H11I4N4O6Rh in a non-equilibrium geometry. The level of theory is ωB97M-V with the def2-TZVPD basis set.

Properties
highest occupied orbital energy (alpha / beta)	-6.0726 / -9.4403	eV
ΔE to the lowest compared entry with this formula, charge and spin	0.352	eV
gap between HOMO and LUMO (alpha / beta)	5.717 / 6.581	eV
LUMO (alpha / beta)	-0.36 / -2.86	eV
total energy	-2854.7808	hartree
molecular weight	1049.88	g mol⁻¹

Structure (ORCA input):
```
! wB97M-V def2-TZVPD RIJCOSX def2/J DEFGRID3
* xyz 0 5
Rh -0.2652 0.3394 -0.0390
O 0.0315 1.8891 -5.5400
C 1.2675 1.7075 -5.1040
O 2.2888 1.5118 -5.7855
C 1.3894 1.5972 -3.6604
C 2.5462 1.1655 -2.9724
N 2.2611 0.9954 -1.6710
N 0.9397 1.2247 -1.4386
C 0.3687 1.5929 -2.6231
C -1.1240 1.4873 -2.6872
O -1.8010 1.8240 -3.6285
O -1.5822 0.9509 -1.5529
H -0.7079 1.9756 -4.8835
H 3.5729 1.0420 -3.3447
H 2.9617 0.6074 -1.0163
I 0.7883 -4.0424 -2.6345
C -0.8561 -3.5629 -1.5200
C -1.8097 -4.4789 -1.1614
C -2.9354 -4.0690 -0.4038
I -4.5602 -5.3722 -0.6606
C -3.0790 -2.7819 0.2156
C -4.2024 -2.3505 0.9763
C -4.1885 -1.0218 1.4902
C -3.0059 -0.2810 1.3773
N -1.9587 -0.6774 0.6300
C -2.0382 -1.8681 -0.0546
C -0.9679 -2.2122 -0.9324
O 0.0617 -1.3862 -1.0672
H -1.7600 -5.5245 -1.5533
H -5.0001 -3.0425 1.2209
H -5.0079 -0.5713 1.9217
H -3.0095 0.7487 1.7643
I -0.6063 5.1479 2.5148
C 0.6385 3.5004 2.7295
C 1.7173 3.5646 3.5214
C 2.5600 2.4614 3.7192
I 4.2291 2.7568 4.9646
C 2.3841 1.1917 3.0645
C 3.1084 -0.0078 3.2331
C 2.6925 -1.1984 2.5702
C 1.7781 -1.0588 1.5307
N 1.0650 0.0938 1.4486
C 1.4106 1.2598 2.0598
C 0.4503 2.3348 1.9457
O -0.5682 2.1388 1.1586
H 2.0298 4.4438 4.1445
H 3.8655 -0.0828 3.9870
H 3.2455 -2.0928 2.8170
H 1.3820 -1.8698 0.9293
*
```


Record 2
This record from OMol25 describes an isolated molecule of C21H23N3O5. The level of theory is ωB97M-V with the def2-TZVPD basis set.

Properties
highest occupied orbital energy	-8.3835	eV
SMILES string	CC(=O)NCC(=O)N[C@@H](C(=O)Nc1ccc2c(c1)OCCO2)c1ccc(C)cc1
ΔE to the lowest compared entry with this formula, charge and spin	0.349	eV
gap between HOMO and LUMO	9.055	eV
LUMO	0.67	eV
total energy	-1354.5662	hartree
molecular weight	397.43	g mol⁻¹

Structure (ORCA input):
```
! wB97M-V def2-TZVPD RIJCOSX def2/J DEFGRID3
* xyz 0 1
C -6.0132 -3.4133 1.9111
C -5.7106 -2.5573 0.6995
O -6.5518 -1.9535 0.0683
N -4.4010 -2.5531 0.3564
C -3.8763 -1.6748 -0.6571
C -2.5208 -1.1445 -0.2002
O -1.9705 -1.5650 0.7995
N -2.0027 -0.1976 -0.9962
C -0.6845 0.3754 -0.7823
C 0.0168 0.3871 -2.1377
O -0.6161 0.4958 -3.1709
N 1.3613 0.2388 -2.1661
C 2.2818 0.0117 -1.1270
C 2.2826 0.7642 0.0430
C 3.2275 0.5172 1.0192
C 4.1878 -0.4710 0.8501
C 4.1834 -1.2358 -0.3225
C 3.2396 -0.9790 -1.3055
O 5.0823 -2.2450 -0.5363
C 5.7585 -2.6471 0.6359
C 6.2305 -1.4222 1.4173
O 5.1234 -0.6531 1.8333
C -0.8354 1.7682 -0.2026
C -1.0691 2.8658 -1.0194
C -1.2506 4.1204 -0.4653
C -1.2142 4.3061 0.9104
C -1.4327 5.6605 1.5113
C -0.9957 3.1989 1.7227
C -0.8099 1.9436 1.1761
H -5.6414 -4.4235 1.7585
H -7.0865 -3.4418 2.0727
H -5.5289 -2.9914 2.7891
H -3.6999 -2.9077 0.9950
H -4.5876 -0.8592 -0.8212
H -3.7441 -2.2118 -1.6061
H -2.4544 0.0760 -1.8578
H -0.1589 -0.2733 -0.0738
H 1.7301 0.1217 -3.1035
H 1.5683 1.5584 0.1790
H 3.2473 1.0976 1.9270
H 3.2626 -1.5759 -2.2037
H 6.5997 -3.2613 0.3124
H 5.0865 -3.2429 1.2682
H 6.7655 -1.7107 2.3230
H 6.8869 -0.8164 0.7775
H -1.1075 2.7413 -2.0913
H -1.4260 4.9670 -1.1132
H -0.8202 5.7934 2.4003
H -1.1972 6.4460 0.7975
H -2.4771 5.7713 1.8047
H -0.9720 3.3226 2.7958
H -0.6460 1.0900 1.8171
*
```


Record 3
This record from OMol25 describes an isolated molecule of C14H17N3O2S2 in a non-equilibrium geometry. The level of theory is ωB97M-V with the def2-TZVPD basis set.

Properties
highest occupied orbital energy	-7.6766	eV
SMILES string	CCOCCc1nnc(NC(=O)CSc2ccccc2)s1
ΔE to the lowest compared entry with this formula, charge and spin	14.231	eV
gap between HOMO and LUMO	8.219	eV
LUMO	0.54	eV
total energy	-1654.3590	hartree
molecular weight	323.44	g mol⁻¹

Structure (ORCA input):
```
! wB97M-V def2-TZVPD RIJCOSX def2/J DEFGRID3
* xyz 0 1
C -5.3585 -2.4706 1.1626
C -4.0387 -1.5713 1.2198
O -4.1286 -0.2731 0.4579
C -4.1606 -0.5426 -0.9417
C -3.8300 0.6787 -1.6571
C -2.5765 1.2003 -0.9773
N -1.6644 1.5972 -1.6064
N -0.4849 2.0680 -1.2481
C -0.5928 1.8881 0.0539
N 0.4805 2.0636 1.0567
C 1.7257 2.5522 0.8968
O 2.3711 2.7154 1.7321
C 2.3262 2.0315 -0.6361
S 2.1595 0.4274 -0.9157
C 3.7943 -0.3891 -0.3975
C 4.1439 -1.4513 -0.9908
C 5.4558 -1.9031 -0.7339
C 6.0818 -1.4102 0.4664
C 5.6379 -0.3006 0.8773
C 4.3885 0.4172 0.7364
S -2.1793 1.1894 0.7858
H -5.2862 -3.0957 1.8143
H -6.2898 -1.9066 1.1240
H -5.4794 -2.8544 0.3367
H -4.1130 -1.3633 2.2393
H -3.3140 -2.1738 0.9376
H -3.4773 -1.2748 -1.3088
H -5.1480 -0.8031 -1.3047
H -4.5727 1.5397 -1.1048
H -3.8350 0.9264 -2.6434
H 0.1920 2.2660 2.0062
H 1.6841 2.8222 -1.1954
H 3.3247 2.5405 -0.7146
H 3.5942 -1.9988 -1.8708
H 5.7579 -2.8953 -1.1676
H 7.0280 -1.7612 0.4173
H 6.2031 0.1879 1.9414
H 4.1806 1.3272 1.1520
*
```


Record 4
This record from OMol25 describes an isolated molecule of CH4NO3P in a non-equilibrium geometry. The level of theory is ωB97M-V with the def2-TZVPD basis set.

Properties
highest occupied orbital energy	-9.9020	eV
SMILES string	O=CNP(O)O
ΔE to the lowest compared entry with this formula, charge and spin	0.439	eV
gap between HOMO and LUMO	10.530	eV
LUMO	0.63	eV
total energy	-662.3837	hartree
molecular weight	109.02	g mol⁻¹

Structure (ORCA input):
```
! wB97M-V def2-TZVPD RIJCOSX def2/J DEFGRID3
* xyz 0 1
O 1.0357 -1.0932 0.0038
C 1.2567 0.0937 -0.1043
N 0.1999 0.8946 0.0490
P -1.4303 0.4172 -0.0574
O -1.3400 -0.5634 1.2197
O -1.2597 -0.6442 -1.2986
H 2.2114 0.6163 0.0204
H 0.3113 1.9304 -0.1888
H -0.5371 -0.4842 1.7288
H -0.4478 -1.1672 -1.3727
*
```


Record 5
This record from OMol25 describes an isolated molecule of C25H26N4O4 in a non-equilibrium geometry. The level of theory is ωB97M-V with the def2-TZVPD basis set.

Properties
highest occupied orbital energy	-9.0552	eV
SMILES string	O=C(NCC(=O)N(c1ccccc1)[C@@H](C(=O)NC1CCCC1)c1ccncc1)c1ccco1
ΔE to the lowest compared entry with this formula, charge and spin	1.261	eV
gap between HOMO and LUMO	9.679	eV
LUMO	0.62	eV
total energy	-1488.2929	hartree
molecular weight	446.51	g mol⁻¹

Structure (ORCA input):
```
! wB97M-V def2-TZVPD RIJCOSX def2/J DEFGRID3
* xyz 0 1
O -1.7287 -0.7502 -2.8389
C -2.5900 -1.3223 -2.1944
N -2.3275 -2.3623 -1.3601
C -0.9680 -2.6814 -0.9852
C -0.7430 -2.0244 0.3795
O -1.2398 -2.5100 1.3781
N -0.1104 -0.8196 0.4073
C 0.6777 -0.2986 -0.6468
C 1.6772 -1.0936 -1.2039
C 2.4675 -0.6025 -2.2257
C 2.2852 0.6917 -2.6831
C 1.3159 1.4936 -2.1055
C 0.5142 1.0084 -1.0877
C -0.2960 -0.0237 1.6180
C 0.9079 0.9085 1.8747
O 0.7917 2.0847 2.1315
N 2.0843 0.2563 1.8513
C 3.3572 0.9278 2.0272
C 3.9596 1.3842 0.6826
C 5.0647 0.3733 0.3327
C 4.9213 -0.7596 1.3511
C 4.3815 -0.0551 2.5933
C -1.5994 0.7386 1.6363
C -2.4412 0.8283 0.5357
C -3.6274 1.5350 0.6612
N -4.0029 2.1426 1.7715
C -3.1947 2.0670 2.8157
C -1.9941 1.3773 2.8071
C -4.0091 -0.9494 -2.2590
C -4.6214 0.0350 -2.9923
C -5.9852 0.0011 -2.6332
C -6.1042 -0.9940 -1.7093
O -4.9213 -1.5743 -1.4744
H -3.0640 -2.7057 -0.7614
H -0.3242 -2.2907 -1.7720
H -0.8593 -3.7639 -0.8879
H 1.8297 -2.0984 -0.8332
H 3.2305 -1.2316 -2.6597
H 2.9021 1.0755 -3.4810
H 1.1765 2.5068 -2.4496
H -0.2312 1.6464 -0.6416
H -0.3273 -0.7389 2.4551
H 2.1155 -0.7086 1.5631
H 3.1615 1.7762 2.6870
H 4.3658 2.3895 0.7764
H 3.1835 1.4129 -0.0803
H 4.9716 0.0132 -0.6903
H 6.0447 0.8387 0.4380
H 5.8644 -1.2698 1.5391
H 4.2033 -1.4999 0.9931
H 3.9389 -0.7376 3.3177
H 5.1825 0.4985 3.0829
H -2.1928 0.3652 -0.4057
H -4.3093 1.6183 -0.1759
H -3.5333 2.5813 3.7053
H -1.3736 1.3407 3.6881
H -4.1403 0.6872 -3.6911
H -6.7671 0.6296 -3.0063
H -6.9494 -1.3672 -1.1651
*
```


Record 6
This record from OMol25 describes a cluster of 2 separate species, C4H4N2S in total in a non-equilibrium geometry. The level of theory is ωB97M-V with the def2-TZVPD basis set.

Properties
highest occupied orbital energy	-8.9248	eV
SMILES string	C=C1C=N1.N=C=S
ΔE to the lowest compared entry with this formula, charge and spin	5.888	eV
gap between HOMO and LUMO	8.918	eV
LUMO	-0.01	eV
total energy	-662.3093	hartree
molecular weight	112.16	g mol⁻¹

Structure (ORCA input):
```
! wB97M-V def2-TZVPD RIJCOSX def2/J DEFGRID3
* xyz 0 1
C -0.7262 -1.8998 -1.4415
C -0.4880 -0.9488 -0.6548
C 0.2687 0.2664 -0.6728
N -0.3834 -0.0311 0.3648
H -1.0239 -2.9417 -1.1044
H -0.6422 -1.7594 -2.4879
H 0.7653 0.7967 -1.4155
N 1.0774 2.1322 1.4460
C 0.1584 1.4623 1.9809
S -0.7261 1.2189 3.1891
H 1.7201 1.7044 0.7962
*
```


Record 7
This record from OMol25 describes a structure of composition C18H60O12 in a non-equilibrium geometry. The level of theory is ωB97M-V with the def2-TZVPD basis set.

Properties
highest occupied orbital energy	-6.5807	eV
ΔE to the lowest compared entry with this formula, charge and spin	26.979	eV
gap between HOMO and LUMO	6.302	eV
LUMO	-0.28	eV
total energy	-1623.6770	hartree
molecular weight	468.67	g mol⁻¹

Structure (ORCA input):
```
! wB97M-V def2-TZVPD RIJCOSX def2/J DEFGRID3
* xyz 0 1
C -0.8824 2.1641 2.5935
C 0.1382 3.3188 2.7500
O 0.7767 3.4790 1.4744
H -1.3067 1.7884 3.5245
H -0.4884 1.2815 2.0896
H -1.7069 2.4844 1.9565
H 0.7377 3.0599 3.6228
H -0.3506 4.2653 2.9806
H 1.4059 4.2015 1.5365
C 0.6667 -0.6115 2.1060
C 1.5065 0.5971 1.6072
O 2.7521 0.0478 1.1917
H 1.1669 -1.1770 2.8922
H 0.3057 -1.2725 1.3181
H -0.2619 -0.1820 2.4820
H 1.7917 1.1309 2.5137
H 1.0873 1.2583 0.8488
H 3.3217 0.8136 1.0884
C -2.1000 -1.5860 1.5858
C -2.5523 -0.1294 1.6949
O -2.3639 0.4594 2.9740
H -2.7292 -2.1540 2.2712
H -1.0355 -1.7325 1.7686
H -2.3122 -2.0428 0.6192
H -3.6140 -0.2161 1.4640
H -2.0376 0.5342 1.0001
H -2.6785 1.3662 2.9531
C -0.1033 -4.7974 -1.5656
C -0.8462 -3.4987 -1.7555
O -0.3909 -3.0968 -3.0346
H -0.5757 -5.3374 -0.7451
H 0.9429 -4.6057 -1.3275
H -0.2443 -5.5185 -2.3707
H -0.5885 -2.9019 -0.8806
H -1.9021 -3.7606 -1.8231
H 0.5522 -2.9779 -3.1691
C -1.6593 3.5300 -1.8413
C -0.3903 3.6467 -1.0056
O -0.5332 2.6917 0.1043
H -1.7089 2.5931 -2.3961
H -1.7421 4.2867 -2.6215
H -2.5909 3.6315 -1.2846
H -0.3381 4.6725 -0.6406
H 0.5239 3.4673 -1.5714
H 0.2470 2.7376 0.6618
C -0.4404 -1.1910 -0.8888
C -0.3705 0.3058 -0.5439
O -1.3590 1.0981 -1.0347
H -1.3610 -1.6302 -0.5046
H 0.3978 -1.7092 -0.4228
H -0.3269 -1.4101 -1.9505
H 0.5846 0.6691 -0.9233
H -0.4474 0.4200 0.5374
H -1.0910 2.0172 -0.9636
O -3.1689 0.0817 -1.1898
H -2.3130 0.5084 -1.2298
H -3.6392 0.5514 -0.5010
O -1.8830 -1.7702 -3.1543
H -1.2514 -2.4642 -2.9653
H -2.4757 -1.7739 -2.4027
O -1.3659 0.4624 -3.2038
H -1.3968 0.4770 -2.2473
H -0.5741 0.9523 -3.4259
O -2.8759 -2.0145 -1.3614
H -3.6290 -2.4662 -0.9806
H -3.0819 -1.0843 -1.2685
C 1.7002 -2.7398 0.3093
C 1.4947 -3.8327 1.3885
C 1.4744 -5.2564 0.9416
O 2.4978 -3.7487 2.3452
H 2.4839 -2.9813 -0.4087
H 1.8371 -1.7393 0.7195
H 0.8327 -2.7864 -0.3490
H 0.5378 -3.6606 1.8813
H 2.4086 -5.6006 0.4978
H 0.6914 -5.4166 0.2005
H 1.2409 -5.8787 1.8055
H 2.8953 -2.8764 2.3978
C 4.0342 3.8978 -1.1228
C 2.6503 3.7290 -0.5769
C 1.9282 2.4182 -1.0706
O 2.7884 3.6314 0.8398
H 4.4491 4.8689 -0.8527
H 3.9762 3.8313 -2.2092
H 4.7319 3.1690 -0.7104
H 1.9940 4.5726 -0.7905
H 1.2188 2.0947 -0.3088
H 2.6866 1.6357 -1.0961
H 1.4196 2.4190 -2.0346
H 2.2077 4.3119 1.1881
*
```


Record 8
This record from OMol25 describes the ion C4H7IN with charge +1 in a non-equilibrium geometry. The level of theory is ωB97M-V with the def2-TZVPD basis set.

Properties
highest occupied orbital energy	-13.0256	eV
SMILES string	C=[NH+]CC(=C)I
ΔE to the lowest compared entry with this formula, charge and spin	2.419	eV
gap between HOMO and LUMO	7.715	eV
LUMO	-5.31	eV
total energy	-508.7149	hartree
molecular weight	196.01	g mol⁻¹

Structure (ORCA input):
```
! wB97M-V def2-TZVPD RIJCOSX def2/J DEFGRID3
* xyz 1 1
C -1.2787 0.6473 0.8985
N -0.7809 1.0102 -0.2125
C 0.4070 0.4932 -0.9497
C 1.2595 -0.3835 -0.0902
C 1.0258 -1.6332 0.1750
I 3.0588 0.5823 0.7791
H -2.2686 0.9815 1.1681
H -0.9943 0.0475 1.7260
H -1.2198 1.8834 -0.7234
H 0.9116 1.3793 -1.4618
H 0.0192 0.0742 -1.9288
H 1.6852 -2.1233 0.8934
H 0.0254 -2.1335 -0.1798
*
```